Record 1
{"formula": "H30O15", "method": "the ωB97M-V functional and the def2-TZVPD basis", "e_homo_ev": -8.517, "orbital_gap_ha": 0.300, "elements": ["O", "O", "O", "O", "O", "O", "O", "O", "O", "O", "O", "O", "O", "O", "O", "H", "H", "H", "H", "H", "H", "H", "H", "H", "H", "H", "H", "H", "H", "H", "H", "H", "H", "H", "H", "H", "H", "H", "H", "H", "H", "H", "H", "H", "H"], "positions_angstrom": [[-2.46163, 4.47465, -1.54975], [1.76919, 0.82008, 1.62763], [-1.71496, -2.79177, -2.27787], [5.08694, -1.09150, 1.29497], [0.10562, 0.33775, 0.07954], [0.69757, 0.84127, -3.08769], [0.24046, 3.56219, 1.28359], [-1.75092, -0.06885, 0.82900], [0.81222, -2.48791, 0.55446], [2.84973, -0.61844, -3.51132], [2.58861, -3.09222, 2.12630], [-0.49188, -0.22824, 4.84598], [-0.69421, 1.70298, -0.83116], [-2.85979, -2.40990, -0.60240], [-4.25369, 1.91640, -1.49586], [-0.92267, -0.39836, 4.00072], [0.11523, 1.18544, 0.53815], [-2.56420, 0.25631, 1.23128], [-3.15117, -3.07816, 0.02809], [-2.29995, 3.70666, -0.99026], [0.06456, 2.29441, -0.89013], [4.98180, -1.58966, 2.11336], [0.17522, 0.14575, -2.67249], [-0.27309, 3.35250, 0.49537], [-0.55698, 1.07329, -1.54785], [4.95183, -0.17458, 1.55956], [3.26311, -3.08162, 1.43788], [-0.76181, -2.66443, -2.21240], [1.02063, 1.10992, 2.16114], [-5.05160, 1.91883, -2.03654], [2.53954, 1.13565, 2.11340], [-3.54508, -1.73342, -0.56060], [-3.58171, 1.53375, -2.07121], [0.36817, -0.65493, 4.76095], [2.01435, -0.68813, -3.03564], [0.80257, -0.16986, 0.51034], [-1.82849, -3.74711, -2.21943], [2.47878, -2.16394, 2.36131], [1.15460, 3.42241, 1.01195], [-3.30993, 4.81400, -1.24279], [3.43641, -1.22451, -3.04497], [-2.02796, -0.38288, -0.03912], [1.04003, -3.02097, 1.32448], [1.48488, 0.90470, -2.53533], [0.05967, -2.94755, 0.16537]], "nbo_charge": [-0.947, -0.955, -0.916, -0.935, -0.964, -0.911, -0.935, -0.927, -0.973, -0.934, -0.945, -0.938, -0.932, -0.931, -0.944, 0.476, 0.473, 0.445, 0.464, 0.479, 0.449, 0.467, 0.452, 0.474, 0.490, 0.468, 0.489, 0.456, 0.491, 0.469, 0.468, 0.465, 0.475, 0.463, 0.461, 0.467, 0.465, 0.478, 0.466, 0.466, 0.466, 0.472, 0.487, 0.480, 0.465]}

***

Record 2
{"formula": "H30O15", "method": "the ωB97M-V functional and the def2-TZVPD basis", "e_homo_ev": -10.005, "orbital_gap_ha": 0.353, "elements": ["O", "O", "O", "O", "O", "O", "O", "O", "O", "O", "O", "O", "O", "O", "O", "H", "H", "H", "H", "H", "H", "H", "H", "H", "H", "H", "H", "H", "H", "H", "H", "H", "H", "H", "H", "H", "H", "H", "H", "H", "H", "H", "H", "H", "H"], "positions_angstrom": [[2.05874, -0.99097, 1.47178], [-3.34340, -1.20327, 3.35731], [-3.79746, 1.93330, -0.65835], [-0.83367, 0.33371, 2.21146], [2.68038, -1.82530, -1.30584], [-0.49085, 3.17448, 2.31997], [-3.12509, -0.79366, 0.32049], [-0.07443, -2.40588, -2.70476], [1.59740, 3.19204, -1.65735], [4.02742, 1.31634, 1.78417], [-0.10336, -0.38708, -0.35827], [-3.69508, -1.96535, -2.91404], [5.68221, 1.20531, -1.64202], [2.26938, -3.99120, 1.96100], [-2.05277, 2.88573, -1.18010], [4.75091, 1.35852, -1.61658], [-3.45675, -2.44705, -3.71351], [5.92270, 0.44749, -2.29481], [0.80830, -2.60671, -2.39968], [2.51626, -4.24784, 2.92075], [-4.24600, -1.42307, 3.60356], [3.69935, 0.36203, 1.83574], [2.27966, -1.54546, 0.79686], [1.42879, -3.56276, 2.24881], [0.84413, -0.51667, -0.44320], [-3.24937, -1.28755, 2.43661], [-2.70528, -0.27234, -0.45413], [-3.87045, 1.48945, -1.49502], [-3.57062, -1.49769, -0.18582], [-0.23197, 0.94901, 2.70571], [3.24012, 1.74220, 1.39107], [0.88507, 2.88827, -2.26699], [-0.44254, -1.25252, -0.10490], [-0.81113, 3.39399, 3.18895], [-1.33864, 2.84683, -0.48027], [1.19917, -0.60452, 1.31479], [-3.67352, 1.35101, 0.01951], [0.02315, -1.76925, -3.39406], [-1.39124, 0.90619, 1.69415], [-3.60917, -1.08959, -3.21403], [2.11694, -2.61070, -1.17730], [-1.57851, 3.23351, -1.92627], [1.99503, -1.29981, -1.57899], [1.19839, 3.58121, -0.91051], [0.46776, 3.00562, 2.49407]], "nbo_charge": [-0.969, -0.946, -0.913, -0.945, -0.889, -0.946, -0.974, -0.923, -0.940, -0.951, -0.934, -0.932, -0.949, -0.940, -0.919, 0.475, 0.473, 0.474, 0.447, 0.471, 0.462, 0.494, 0.474, 0.469, 0.449, 0.482, 0.485, 0.455, 0.489, 0.467, 0.451, 0.470, 0.485, 0.480, 0.469, 0.489, 0.466, 0.472, 0.476, 0.459, 0.455, 0.443, 0.445, 0.470, 0.470]}

***

Record 3
{"formula": "H30O15", "method": "the ωB97M-V functional and the def2-TZVPD basis", "e_homo_ev": -6.573, "orbital_gap_ha": 0.243, "elements": ["O", "O", "O", "O", "O", "O", "O", "O", "O", "O", "O", "O", "O", "O", "O", "H", "H", "H", "H", "H", "H", "H", "H", "H", "H", "H", "H", "H", "H", "H", "H", "H", "H", "H", "H", "H", "H", "H", "H", "H", "H", "H", "H", "H", "H"], "positions_angstrom": [[4.14687, -4.20574, -0.89635], [0.42794, -1.82571, 1.72390], [0.19427, -0.92551, 4.60934], [0.57295, 1.16582, 0.92296], [1.46794, 1.45574, -1.05169], [-1.54679, -1.62809, -0.76833], [-2.23043, 1.68736, -1.38822], [0.13967, 3.21888, 2.65456], [1.18657, -0.95729, -3.72830], [-0.88103, -1.48212, -4.44666], [-2.18069, 0.26041, -3.14997], [0.48120, -0.67068, 0.31681], [3.08070, 0.60738, 0.93600], [-3.76704, 2.82931, 2.05268], [-0.99868, 0.32333, 2.31567], [-0.41457, 2.67359, 3.32057], [0.29318, -0.43619, 5.51240], [4.60250, -4.13110, -1.66809], [-1.22108, -0.55647, 2.11646], [0.64857, 2.02844, 0.57758], [0.53464, -0.22487, -3.93654], [2.32289, 0.96325, 1.25637], [-1.86209, 2.02372, -2.19800], [-3.03773, 0.73982, -3.31267], [-2.40160, -1.62405, -0.22228], [-0.94029, -1.92219, -5.30318], [1.48681, 1.22177, -1.98599], [-1.56351, -1.10673, -1.54741], [-1.77531, 2.25390, -0.69450], [2.77153, 0.08041, 0.19789], [0.66510, 1.20865, 1.92084], [0.79755, -1.79892, -3.82274], [-2.95744, 2.52925, 1.66334], [1.04424, -2.56997, 1.45811], [0.89172, -1.22508, 2.26911], [-2.09175, -0.25176, -3.94993], [0.88132, 3.33188, 3.31397], [-1.19610, -2.12728, -3.78664], [2.32812, 1.53813, -0.78588], [4.70461, -3.62174, -0.32301], [-1.03673, 0.32343, 3.33884], [-3.57506, 3.77032, 2.20632], [-0.15817, -0.21320, -0.23673], [-0.70701, -1.28398, 4.76023], [0.87219, -1.44618, -0.24081]], "nbo_charge": [-0.922, -0.928, -0.932, -0.927, -0.943, -0.975, -0.942, -0.925, -0.966, -0.965, -0.970, -0.928, -0.967, -0.936, -0.950, 0.466, 0.467, 0.456, 0.491, 0.469, 0.485, 0.472, 0.471, 0.478, 0.486, 0.490, 0.471, 0.490, 0.471, 0.477, 0.470, 0.474, 0.474, 0.464, 0.476, 0.481, 0.464, 0.496, 0.471, 0.466, 0.456, 0.463, 0.474, 0.472, 0.431]}

***

Record 4
{"formula": "H31MnO17P", "method": "the ωB97M-V functional and the def2-TZVPD basis", "charge": 3, "multiplicity": 7, "e_homo_ev": [-15.010, -18.470], "orbital_gap_ha": [0.164, 0.261], "elements": ["Mn", "P", "O", "O", "O", "O", "O", "O", "O", "O", "O", "O", "O", "O", "O", "O", "O", "O", "O", "H", "H", "H", "H", "H", "H", "H", "H", "H", "H", "H", "H", "H", "H", "H", "H", "H", "H", "H", "H", "H", "H", "H", "H", "H", "H", "H", "H", "H", "H", "H"], "positions_angstrom": [[-0.67737, -2.36227, 1.04403], [-0.09918, 0.01452, 0.16798], [-0.45243, -2.90265, -2.40887], [2.11400, -0.31404, 2.59176], [0.22913, 0.33958, -3.36378], [0.17339, -4.21650, 0.31582], [1.78121, 2.17043, -1.66414], [1.13139, 0.88198, 0.56833], [0.38742, -1.42284, -0.27576], [-2.77876, -0.87009, -1.66301], [-0.99183, 0.65304, -0.91981], [3.58811, 1.71220, 0.79203], [-2.33656, 0.53475, 3.19379], [0.44434, -2.43335, 2.99554], [-2.60544, 2.30479, -0.03228], [-0.88046, -0.40641, 1.37741], [-2.31269, 2.31880, -3.95584], [2.73695, -1.19195, -0.97131], [0.69115, 2.80544, 2.05347], [-0.19724, -4.55800, -0.49796], [2.92986, -0.72871, 2.31131], [1.84082, -1.23925, -0.63027], [2.41926, 1.61349, -2.11017], [-2.01576, -0.29867, -1.54942], [-2.11967, 1.46354, 3.30296], [0.79940, -4.88522, 0.59361], [-2.72854, -1.59794, -1.03906], [-0.24081, 2.90298, 2.26211], [2.89489, -1.73262, -1.74870], [3.32675, -1.44465, -0.25725], [-1.66763, 0.12623, 2.63949], [2.66718, 1.46015, 0.72423], [-3.57107, -0.35873, -1.48311], [-3.40113, 1.76893, 0.00415], [1.01473, -1.68623, 3.17638], [-1.83156, 2.09102, -3.16032], [1.50251, 1.65655, -0.90618], [0.11293, -2.42714, -1.80020], [1.71984, 0.01169, 1.78259], [0.76775, 2.14126, 1.36456], [-1.90222, 1.82120, -0.47185], [-3.16338, 0.41564, 2.72075], [-0.51007, -2.33420, -3.17683], [0.74312, -3.11470, 3.59781], [3.62420, 2.59240, 0.41762], [-2.30365, 2.51512, 0.85444], [1.30882, 2.71184, 2.78239], [-0.09385, 0.63076, -2.51106], [1.16378, 0.54562, -3.34952], [-3.23161, 2.32220, -3.68788]], "nbo_charge": [1.619, 2.573, -0.974, -0.965, -0.943, -1.012, -0.931, -1.212, -1.261, -0.729, -1.215, -0.956, -0.802, -1.031, -0.826, -1.330, -0.887, -0.752, -0.778, 0.536, 0.485, 0.539, 0.463, 0.542, 0.440, 0.542, 0.530, 0.450, 0.571, 0.558, 0.529, 0.451, 0.539, 0.480, 0.534, 0.435, 0.456, 0.465, 0.472, 0.533, 0.534, 0.497, 0.510, 0.530, 0.494, 0.318, 0.578, 0.466, 0.472, 0.460]}